# 1
The following is a DFT calculation (ωB97M-V/def2-TZVPD) of a single C24H23N3O6 molecule in a non-equilibrium geometry.

Values from the calculation:
- net charge = 0
- Kohn-Sham gap (eV) = 7.8
- energy above the lowest of the compared OMol25 structures with the same formula, charge and spin (kcal/mol) = 35.0

The geometry in XYZ format:
```
56
C24H23N3O6 (ωB97M-V/def2-TZVPD)
C -4.1509 -2.8066 -0.9092
C -3.6591 -1.4462 -0.5759
C -2.4630 -1.0294 -0.0700
N -1.3198 -1.7096 0.3541
C -0.7811 -2.8179 -0.1796
O -1.2638 -3.4660 -1.0904
C 0.5223 -3.2960 0.4908
C 0.2543 -3.7844 1.9128
O 1.6005 -2.3563 0.3965
C 1.6726 -1.2657 1.1713
O 0.8103 -0.9237 1.9548
C 2.9117 -0.5103 0.9724
C 3.8944 -0.9037 0.1491
C 5.1401 -0.2154 -0.1121
C 6.0775 -0.8335 -0.9436
C 7.2999 -0.2516 -1.2532
C 7.5596 0.9824 -0.7054
C 6.6306 1.6171 0.1271
C 5.4261 1.0482 0.4392
O 7.1382 2.8239 0.5272
C 8.4065 2.9344 -0.0796
O 8.6618 1.7733 -0.8433
C -2.5053 0.4155 0.0865
O -1.6620 1.1743 0.5249
N -3.7681 0.7790 -0.3664
C -4.4028 1.9931 -0.0753
C -5.7181 2.0196 0.3831
C -6.3223 3.2306 0.6651
C -5.6214 4.4149 0.5119
C -4.3060 4.3838 0.0789
C -3.6944 3.1817 -0.2238
N -4.4997 -0.3584 -0.7030
C -5.4460 -0.2476 -1.7926
H -4.7390 -3.2054 -0.0824
H -3.2999 -3.4607 -1.0813
H -4.7747 -2.7921 -1.7992
H -0.7707 -1.1791 1.0361
H 0.8803 -4.1328 -0.1211
H -0.1315 -2.9844 2.5383
H -0.4733 -4.5909 1.8750
H 1.1767 -4.1595 2.3522
H 2.9568 0.3976 1.5533
H 3.7613 -1.8361 -0.3841
H 5.8449 -1.8016 -1.3607
H 8.0152 -0.7384 -1.8944
H 4.7271 1.5601 1.0765
H 8.4272 3.8182 -0.7372
H 9.1808 3.0414 0.6964
H -6.2547 1.0952 0.5362
H -7.3430 3.2459 1.0178
H -6.0966 5.3574 0.7384
H -3.7517 5.3038 -0.0301
H -2.6688 3.1483 -0.5512
H -5.8145 0.7750 -1.8364
H -4.9872 -0.4963 -2.7545
H -6.2874 -0.9152 -1.6100
```

These are the natural (NBO) partial charges, in e, on atoms 1 to 4: C -0.679; C 0.238; C -0.041; N -0.615


# 2
The following is a DFT calculation (ωB97M-V/def2-TZVPD) of a molecular structure, C26H39B2F4N5O4SSi2Ti.

Values from the calculation:
- net charge = +1
- <S²> = 0.774
- Kohn-Sham gap (spin up / spin down) (eV) = 5.9 / 6.0
- energy above the lowest of the compared OMol25 structures with the same formula, charge and spin (kcal/mol) = 126.2
- spin multiplicity = 2

The geometry in XYZ format:
```
84
C26H39B2F4N5O4SSi2Ti (ωB97M-V/def2-TZVPD)
Ti -0.1556 -0.2121 0.2727
C -2.5285 2.7497 2.6568
C -1.9286 1.6313 1.8912
N -0.8242 1.7147 1.2066
O -0.2328 2.8795 1.2379
B 1.0285 3.1468 0.3855
F 1.6375 4.1911 0.9909
F 0.5949 3.3813 -0.9081
O 1.9601 1.9953 0.4050
N 1.4882 0.8582 -0.1580
C 2.1156 0.3453 -1.1532
C 3.2169 1.1672 -1.7511
C 1.6173 -2.2320 -0.6397
N 1.2183 -1.7700 0.7262
O 0.6666 -2.7259 1.5735
B -0.4663 -2.1305 2.2374
F -0.1752 -0.8398 2.7173
F -1.0936 -2.9554 3.0776
O -1.4785 -1.7280 0.9911
N -1.9615 -0.4358 0.9358
C -2.3772 0.2427 1.9661
C -3.1194 -0.3112 3.1141
C 1.4115 -3.6389 -1.1255
H -2.3381 3.6917 2.1476
H -2.0620 2.8087 3.6445
H -3.6002 2.6034 2.7817
H 2.8171 2.1599 -1.9481
H 3.6228 0.7438 -2.6596
H 4.0018 1.3029 -1.0099
H -3.0639 -1.3965 3.1386
H -4.1674 -0.0092 3.0134
H -2.7417 0.1167 4.0431
H 2.3935 -4.0199 -1.3988
H 0.7692 -3.7121 -1.9931
H 1.0290 -4.2513 -0.3141
C -0.9652 -2.9780 -3.8095
Si -1.3720 -2.2577 -2.1181
C -3.0982 -1.5117 -2.0568
C -1.5709 -3.7777 -1.0079
C -0.0971 -0.8008 -1.7334
C 1.4774 -1.0307 -1.6482
C 2.3882 -1.5205 -2.7533
C 3.6650 -1.7423 -2.4067
C 4.2759 -1.4101 -1.0982
C 3.7406 -1.4001 0.1390
N 2.5756 -2.1402 0.3697
Si -0.7140 0.6474 -2.8924
C -1.5642 0.1585 -4.4972
C 0.7010 1.6818 -3.5503
C -1.8924 1.7146 -1.8829
H -1.6492 -3.8150 -3.9743
H 0.0449 -3.3895 -3.8553
H -1.0771 -2.2934 -4.6426
H -3.7573 -2.2322 -2.5503
H -3.2656 -0.5471 -2.5232
H -3.4267 -1.4533 -1.0170
H -2.6353 -3.8572 -0.7764
H -1.0428 -3.7921 -0.0618
H -1.2925 -4.6756 -1.5620
H 2.0218 -1.7149 -3.7527
H 4.3589 -2.0836 -3.1660
H 5.3052 -1.0751 -1.1575
H 4.2790 -1.0558 1.0110
H -0.8394 -0.2165 -5.2214
H -1.9305 1.1121 -4.8912
H -2.4076 -0.5228 -4.4582
H 1.5411 1.0870 -3.9137
H 1.0519 2.4348 -2.8522
H 0.3019 2.2105 -4.4198
H -2.5409 1.1408 -1.2176
H -2.5508 2.2476 -2.5735
H -1.3569 2.4705 -1.3093
S 2.5679 1.0035 3.3621
C 1.3772 1.8774 4.2313
C 0.4120 1.2177 5.0187
C -0.4780 1.9453 5.7845
C -0.4414 3.3394 5.7637
C 0.4850 4.0062 4.9679
C 1.3926 3.2871 4.2134
H 0.4089 0.1361 5.0410
H -1.1866 1.4326 6.4227
H -1.1320 3.9047 6.3764
H 0.5097 5.0876 4.9531
H 2.1286 3.7896 3.6006
```

These are the Löwdin partial charges, in e, on atoms 1 to 4: Ti 1.167; C 0.041; C -0.207; N 0.039


# 3
The following is a DFT calculation (ωB97M-V/def2-TZVPD) of a molecular structure, H18HeO9.

Values from the calculation:
- net charge = 0
- Kohn-Sham gap (eV) = 10.2
- energy above the lowest of the compared OMol25 structures with the same formula, charge and spin (kcal/mol) = 10.2

The geometry in XYZ format:
```
28
H18HeO9 (ωB97M-V/def2-TZVPD)
He 0.2345 0.0101 -0.1112
O 1.1873 -0.3203 2.6460
H 1.1399 -0.2990 3.6018
H 1.2683 -1.2494 2.4304
O -2.0235 1.5496 2.3467
H -2.8380 1.7305 1.8776
H -2.2329 0.8075 2.9138
O 0.5782 -1.3985 -3.1810
H 1.1984 -1.1478 -3.8657
H 1.0541 -1.2567 -2.3627
O -1.2028 1.0137 -3.2910
H -0.7463 0.1723 -3.2861
H -0.6949 1.5657 -2.6963
O 2.2136 -1.7439 -0.2597
H 2.7623 -1.4387 0.4628
H 2.8193 -2.1971 -0.8462
O -0.3439 -2.6904 0.7416
H 0.4207 -2.1934 0.4507
H -1.0741 -2.0769 0.6599
O 0.5826 2.4173 -1.3866
H 0.6836 1.9795 -0.5414
H 1.4571 2.3932 -1.7753
O -2.2842 -0.6053 0.2388
H -2.7861 -0.2498 -0.4946
H -2.4778 -0.0179 0.9693
O 0.5315 2.0718 1.4397
H -0.3863 1.9331 1.6735
H 0.9598 1.2409 1.6453
```

These are the natural (NBO) partial charges, in e, on atoms 1 to 4: He 0.001; O -0.960; H 0.483; H 0.487


# 4
The following is a DFT calculation (ωB97M-V/def2-TZVPD) of a molecular structure, C18H36O21S3 in a non-equilibrium geometry.

Values from the calculation:
- net charge = 0
- Kohn-Sham gap (eV) = 10.6

The geometry in XYZ format:
```
78
C18H36O21S3 (ωB97M-V/def2-TZVPD)
C -38.2566 25.1757 5.4120
C -39.7478 25.3853 5.0388
O -40.4197 26.2204 5.9899
C -40.9182 25.7341 7.0458
O -41.7355 26.3442 7.7819
O -40.6601 24.3268 7.1315
C -41.1871 23.5596 8.2615
H -37.8076 24.8461 4.4750
H -38.0083 24.5717 6.2847
H -37.8239 26.1416 5.6728
H -40.1486 24.3732 4.9819
H -39.9508 25.8396 4.0690
H -41.1666 22.4786 8.1236
H -42.1532 23.8586 8.6682
H -40.4180 23.7721 9.0041
C -42.8046 20.8578 5.6746
C -41.4098 21.1368 5.0886
O -40.3634 20.6467 5.9500
C -39.1428 20.1338 5.5415
O -38.8537 19.8622 4.3345
O -38.2491 19.9624 6.5868
C -36.9127 19.6760 6.2076
H -43.0652 21.0172 6.7210
H -43.2351 19.8656 5.5392
H -43.4275 21.5241 5.0780
H -41.2274 22.1900 4.8751
H -41.4140 20.6559 4.1105
H -36.2059 19.7708 7.0320
H -36.4733 20.3751 5.4961
H -36.9329 18.7148 5.6940
C -30.4093 27.7228 3.8922
C -31.4339 28.7847 3.9939
O -30.7940 29.8490 4.7588
C -30.9594 29.9084 6.0071
O -31.6677 29.2823 6.7806
O -30.1274 30.9040 6.3688
C -29.8634 31.1795 7.7357
H -29.8510 27.7200 4.8284
H -29.7365 27.9790 3.0738
H -30.9642 26.7919 3.7749
H -32.2947 28.2988 4.4532
H -31.7974 28.9081 2.9737
H -28.7879 31.2926 7.5997
H -30.1682 30.3214 8.3347
H -30.2746 32.1590 7.9796
C -34.2269 26.4146 6.6387
C -32.9749 25.5976 6.9264
O -33.2498 24.2319 6.7318
S -34.5187 23.9948 5.6587
O -35.4690 23.0011 6.1172
O -34.0508 23.8010 4.2491
O -35.0400 25.5650 5.7751
H -34.1058 27.4099 6.2110
H -34.7460 26.5465 7.5880
H -32.6507 25.8524 7.9353
H -32.1550 25.9380 6.2939
C -35.6159 30.3872 9.4021
C -34.1937 31.0086 9.1370
O -33.2350 30.3335 10.0202
S -33.7411 28.7784 10.2018
O -33.5713 28.1516 11.5327
O -33.2851 28.0371 8.9819
O -35.3789 29.1308 10.0306
H -36.1357 30.3441 8.4450
H -36.2116 30.9929 10.0850
H -34.1309 32.0767 9.3449
H -33.8499 30.9401 8.1049
C -28.9635 22.6450 7.1481
C -30.5617 22.7810 7.1463
O -30.8807 22.0765 6.0034
S -29.7021 22.1616 4.8699
O -30.0895 23.0830 3.7660
O -29.0503 20.8443 4.5617
O -28.6652 23.0699 5.8084
H -28.6353 21.6106 7.2506
H -28.4759 23.3442 7.8274
H -31.0251 23.7641 7.0630
H -31.0779 22.1563 7.8752
```

These are the Löwdin partial charges, in e, on atoms 1 to 4: C -0.051; C -0.174; O 0.073; C -0.526


> Which of these has the highest net charge?

C26H39B2F4N5O4SSi2Ti


> Among the records above, which one has the highest net charge?

C26H39B2F4N5O4SSi2Ti


> Look up the net charge of the first one.

0


> Which value of net charge does entry 1 give?

0